1.
Density functional theory data (ωB97M-V/def2-TZVPD) for a cluster of 12 separate species, C35H57NO48S11 in total in a non-equilibrium geometry.

Its HOMO-LUMO gap is 9.5 eV. The SMILES is [H]/N=C/C[C@]1(OC(=O)c2ccccc2)CCC(=O)O1.O=S1(=O)OCCO1.O=S1(=O)OCCO1.O=S1(=O)OCCO1.O=S1(=O)OCCO1.O=S1(=O)OCCO1.O=S1(=O)OCCO1.O=S1(=O)OCCO1.O=S1(=O)OCCO1.O=S1(=O)OCCO1.O=S1(=O)OCCO1.O=S1(=O)OCCO1. The value obtained for the HOMO energy is -9.4 eV.

Structure (XYZ):
```
152
Properties=species:S:1:pos:R:3:forces:R:3
H -5.4630 1.9494 2.3958 0.00 -0.30 0.59
N -4.6097 1.5581 2.8215 0.72 0.67 -1.40
C -3.6707 1.8962 2.0078 0.27 -0.02 0.62
C -2.1785 1.5255 2.2538 -0.48 0.56 -0.34
C -1.7092 0.1041 1.6855 -0.88 1.55 1.52
O -0.4085 0.3630 1.1448 -1.23 -0.60 -0.88
C -0.4037 0.5118 -0.2497 0.15 -0.81 -1.11
O 0.1499 -0.3473 -0.8868 -0.10 0.67 0.40
C -0.9902 1.7128 -1.0335 -0.18 2.54 -0.71
C -0.0211 2.5984 -1.7202 -2.21 0.61 -0.37
C -0.5118 3.7382 -2.5069 -0.87 -0.91 0.62
C -1.9340 4.0448 -2.6659 0.20 -1.88 1.45
C -2.8900 3.1824 -1.9782 2.45 -0.66 0.18
C -2.3970 2.0458 -1.1779 0.40 0.98 -0.62
C -2.7041 -0.8035 0.9055 1.30 -2.02 -0.81
C -3.7364 -1.3753 1.9604 1.47 1.23 -1.52
C -2.8356 -1.1313 3.2521 -0.87 -0.23 -0.70
O -3.1953 -1.2770 4.3791 0.55 -0.14 -0.22
O -1.5486 -0.6667 2.9126 -1.32 -0.52 -0.40
H -3.9216 2.5160 1.1082 0.49 -0.52 0.60
H -1.4901 2.2916 1.8052 -0.94 -0.69 0.25
H -1.9534 1.5344 3.3570 -0.41 -0.12 -1.09
H 1.0809 2.4382 -1.6632 -1.20 0.02 0.05
H 0.2214 4.4222 -3.0148 -1.01 -1.10 0.58
H -2.3308 4.8993 -3.2770 0.97 -1.26 0.90
H -3.9927 3.3490 -2.0639 1.19 -0.18 0.09
H -3.1779 1.4358 -0.6758 0.82 0.43 -0.46
H -2.0734 -1.7242 0.6955 -0.31 1.09 0.01
H -3.0409 -0.5347 -0.1239 -0.09 0.35 1.14
H -3.9513 -2.4407 1.6696 0.33 1.03 0.94
H -4.6636 -0.7676 1.8469 0.65 -0.60 1.06
O 2.3131 5.7229 -3.9902 -0.33 0.21 0.31
S 2.3378 5.7230 -2.5648 1.13 0.02 0.47
O 1.2680 6.2394 -1.7790 0.04 -0.11 -0.39
O 3.7123 6.4167 -2.0869 -0.61 -0.44 -0.62
C 4.4585 5.4983 -1.2771 0.15 -0.51 0.61
C 4.0635 4.1250 -1.7707 0.75 -0.23 -0.46
O 2.6624 4.2255 -2.0616 -0.39 0.81 0.14
H 4.1631 5.6407 -0.2416 0.12 -0.14 -0.09
H 5.5269 5.6808 -1.3773 -0.12 0.13 -0.17
H 4.2478 3.3513 -1.0309 -0.30 0.09 0.00
H 4.5829 3.8721 -2.6978 0.00 -0.02 0.07
O -4.5317 -4.2036 -0.8844 -0.25 0.13 0.36
S -5.0007 -4.9820 0.2152 0.30 -0.80 0.13
O -6.2707 -4.7739 0.8184 0.23 0.20 -0.40
O -3.8692 -4.9499 1.3689 -0.21 0.18 -0.65
C -3.4478 -6.2859 1.6670 -0.15 -0.50 0.28
C -3.6539 -7.0585 0.3812 0.77 0.04 0.14
O -4.8678 -6.5406 -0.1733 -0.30 0.65 0.48
H -4.0820 -6.6736 2.4680 0.02 0.00 -0.03
H -2.4088 -6.2952 1.9927 -0.05 0.25 -0.09
H -3.7342 -8.1307 0.5471 -0.11 0.52 -0.10
H -2.8468 -6.8624 -0.3306 0.04 -0.08 0.07
O 1.2912 -8.2589 -3.1665 -0.17 -0.15 0.50
S 0.3472 -7.5611 -2.3601 -0.46 0.63 -0.48
O 0.0970 -7.9007 -1.0001 0.40 -0.07 -0.26
O -1.0584 -7.5195 -3.1506 0.76 -0.05 0.08
C -1.4615 -6.1596 -3.3501 -0.30 0.48 0.30
C -0.1689 -5.3700 -3.4123 -0.04 0.07 -0.66
O 0.6815 -5.9839 -2.4387 -0.34 -0.59 0.41
H -2.0713 -5.8554 -2.4955 -0.01 0.05 -0.07
H -2.0470 -6.0657 -4.2629 0.08 -0.26 0.02
H -0.3141 -4.3153 -3.1864 0.14 -0.11 0.24
H 0.3097 -5.4694 -4.3900 -0.06 0.03 0.01
O -4.1799 -9.7373 -0.4172 -0.61 -0.51 0.37
S -5.2865 -10.3751 0.2284 -0.07 -0.79 -0.35
O -6.2132 -9.6696 1.0413 0.40 0.18 -0.32
O -4.7203 -11.6364 1.0610 0.05 0.49 -0.56
C -5.3493 -12.8373 0.6057 -0.51 -0.36 0.09
C -5.6948 -12.5753 -0.8473 0.52 -0.33 -0.21
O -6.1069 -11.2067 -0.8844 0.03 0.31 0.69
H -6.2489 -12.9993 1.2044 0.02 -0.02 -0.04
H -4.6788 -13.6869 0.7237 0.14 0.22 0.07
H -6.4880 -13.2257 -1.2106 -0.12 0.27 0.02
H -4.8159 -12.6815 -1.4886 -0.03 -0.06 0.03
O -3.2402 6.1746 -4.2318 -0.22 0.80 -0.46
S -3.6952 7.5253 -4.2894 -0.30 0.31 0.32
O -3.3136 8.4173 -5.3252 -0.04 -0.47 0.07
O -3.3881 8.2188 -2.8650 -0.20 -0.60 -0.37
C -4.6055 8.6996 -2.2899 -0.35 0.48 -0.01
C -5.6868 7.7829 -2.8292 0.00 -0.34 0.51
O -5.3063 7.5244 -4.1826 0.57 0.35 -0.10
H -4.7565 9.7294 -2.6228 -0.03 -0.03 0.03
H -4.5486 8.6758 -1.2029 0.22 -0.11 -0.09
H -6.6756 8.2355 -2.7877 0.06 -0.01 -0.27
H -5.7009 6.8298 -2.2936 -0.03 0.06 0.05
O -8.7037 -0.6563 7.7678 0.11 0.42 -0.12
S -7.5880 0.0035 7.1786 0.38 -0.38 -0.30
O -7.3637 1.4011 7.3180 -0.22 -0.31 0.21
O -7.5505 -0.3743 5.6100 -0.20 -0.15 0.73
C -6.2990 -0.9967 5.2956 0.72 0.23 -0.23
C -5.8598 -1.6766 6.5756 -0.16 -0.60 -0.20
O -6.2429 -0.7748 7.6187 -0.33 0.61 -0.30
H -5.5942 -0.2159 5.0006 0.02 -0.09 -0.03
H -6.4212 -1.7020 4.4750 -0.22 0.08 0.06
H -4.7880 -1.8623 6.5998 -0.04 0.25 0.13
H -6.3954 -2.6177 6.7286 0.03 0.01 -0.04
O 6.2052 3.3301 0.1848 0.46 -0.01 0.07
S 6.8735 2.2058 0.7534 -0.29 -0.77 0.16
O 8.1654 2.2989 1.3372 -0.35 0.36 -0.12
O 6.8792 1.0214 -0.3418 -0.31 0.61 0.27
C 6.2288 -0.1339 0.1961 0.10 -0.50 0.39
C 5.2209 0.4077 1.1924 -0.52 -0.05 -0.47
O 5.8819 1.5108 1.8167 0.77 0.10 -0.31
H 6.9835 -0.7505 0.6907 -0.04 0.00 -0.02
H 5.7559 -0.7092 -0.5981 0.10 0.23 -0.12
H 4.9266 -0.3334 1.9327 0.13 0.21 0.15
H 4.3294 0.7892 0.6878 -0.02 -0.07 0.06
O 6.6831 -10.2013 0.2947 -0.22 0.00 0.39
S 5.5452 -9.6212 0.9217 -0.31 0.12 -0.32
O 5.4305 -9.4904 2.3327 0.28 -0.02 -0.31
O 4.2263 -10.3655 0.3602 0.66 0.28 -0.09
C 3.3542 -9.4074 -0.2463 -0.52 0.37 0.13
C 4.2637 -8.3047 -0.7511 0.00 -0.25 -0.60
O 5.2742 -8.1753 0.2524 -0.19 -0.42 0.53
H 2.6707 -9.0355 0.5209 -0.01 0.02 -0.07
H 2.7806 -9.8684 -1.0487 0.16 -0.14 0.08
H 3.7372 -7.3624 -0.8911 0.15 0.04 0.22
H 4.7504 -8.5908 -1.6871 -0.09 0.02 -0.01
O 2.9562 2.6318 2.1416 -0.25 -0.10 0.31
S 2.0195 3.3297 2.9584 -0.21 0.48 -0.23
O 1.7831 2.9867 4.3170 0.32 -0.06 -0.32
O 0.6067 3.3682 2.1781 0.70 -0.02 -0.01
C 0.1981 4.7250 1.9836 -0.34 0.50 0.26
C 1.4861 5.5178 1.9125 0.00 0.01 -0.73
O 2.3492 4.9071 2.8792 -0.38 -0.58 0.36
H -0.4064 5.0265 2.8434 0.02 0.01 -0.02
H -0.3947 4.8189 1.0737 0.13 -0.25 -0.04
H 1.3394 6.5719 2.1387 0.16 -0.10 0.19
H 1.9565 5.4201 0.9316 -0.12 0.10 -0.01
O 7.5218 1.7207 -4.3483 0.03 0.36 0.27
S 7.6548 3.1362 -4.3942 -0.06 0.10 -0.35
O 8.3737 3.8726 -3.4141 -0.07 -0.36 -0.18
O 6.1778 3.7761 -4.5441 0.43 -0.46 -0.16
C 6.1128 4.5681 -5.7334 0.07 0.58 -0.24
C 7.1147 3.9389 -6.6826 -0.44 -0.33 -0.27
O 8.2122 3.5492 -5.8532 -0.18 0.26 0.63
H 6.3978 5.5915 -5.4774 -0.02 -0.02 -0.04
H 5.1018 4.5653 -6.1380 -0.01 -0.15 0.22
H 7.4442 4.6290 -7.4569 0.22 -0.03 0.17
H 6.7067 3.0381 -7.1487 -0.03 0.07 -0.02
O 3.0439 9.6741 1.4418 -0.08 -0.52 -0.13
S 3.9217 8.5558 1.4318 0.57 0.16 0.39
O 3.6829 7.3919 0.6423 -0.19 0.92 0.36
O 4.1686 8.0944 2.9587 -0.16 0.47 -0.52
C 5.5658 8.1443 3.2593 0.54 -0.38 -0.03
C 6.1247 9.2295 2.3596 -0.01 0.42 0.49
O 5.4163 9.0827 1.1259 -0.46 -0.64 -0.01
H 6.0006 7.1701 3.0222 0.02 0.04 0.03
H 5.7208 8.3620 4.3146 -0.27 0.01 -0.05
H 7.1966 9.1281 2.2021 -0.12 -0.07 -0.26
H 5.9087 10.2246 2.7574 0.05 -0.04 0.03
```
Forces are in eV/Å.

***

2.
Density functional theory data (ωB97M-V/def2-TZVPD) for a structure of composition C24H47F9Li2N2O8 in a non-equilibrium geometry.

The calculation puts the energy above the lowest of the compared OMol25 structures with the same formula, charge and spin at 0.000 eV. Its HOMO-LUMO gap is 9.1 eV. The value obtained for the HOMO energy is -8.8 eV.

Structure (XYZ):
```
92
Properties=species:S:1:pos:R:3:forces:R:3
Li -1.3492 0.8145 0.9786 -0.48 -0.73 -0.18
Li -1.6478 -1.5645 0.0125 -0.17 1.05 0.34
O -0.1496 -0.3302 0.0634 -0.89 -0.21 0.30
H 0.7951 -0.3496 -0.0201 0.26 -0.11 0.01
O -2.8963 -0.3350 0.8684 1.43 -0.03 -0.33
H -3.8364 -0.3076 0.7642 -0.50 0.12 0.15
C 0.8484 4.2814 1.0912 -0.02 0.42 0.57
C 0.0564 2.9975 0.8682 0.34 0.39 -0.45
N -0.7285 2.4892 1.9984 0.06 -0.25 0.22
C -1.7240 3.4230 2.5410 -0.61 0.46 -0.72
C -2.6696 3.9573 1.4495 0.74 -1.18 0.18
C 0.1499 2.0355 3.0790 0.53 0.20 0.33
C -0.5069 1.1346 4.1117 0.12 -0.20 0.25
H 1.4129 4.5536 0.2019 0.08 -0.15 -0.05
H 1.5358 4.2060 1.9384 0.15 -0.18 -0.18
H 0.2262 5.1469 1.3392 -0.22 -0.15 -0.17
H -0.5776 3.1357 -0.0107 -0.24 -0.02 0.15
H 0.7469 2.2039 0.5721 0.02 -0.07 0.13
H -2.3257 2.8839 3.2705 0.17 0.05 0.18
H -1.2434 4.2913 3.0093 0.13 -0.17 0.30
H -3.0710 3.0872 0.9262 -0.18 0.12 -0.10
H -3.5007 4.5105 1.8749 0.13 0.30 -0.05
H -2.0669 4.5066 0.7306 -0.44 0.43 -0.07
H 0.5971 2.8960 3.5991 -0.16 0.09 0.07
H 1.0258 1.5289 2.6630 -0.26 -0.20 -0.31
H 0.2690 0.7076 4.7522 0.05 0.02 -0.06
H -1.0428 0.2943 3.6660 -0.09 0.10 -0.11
H -1.1731 1.6654 4.7918 -0.13 0.04 -0.18
C -0.4118 -3.0631 -2.4537 0.41 -0.73 -0.10
C -1.8736 -3.4149 -2.1752 0.13 0.53 -0.09
N -2.2183 -3.3682 -0.7521 -0.68 -0.31 0.43
C -3.6555 -3.6714 -0.5574 -0.02 0.68 -0.04
C -4.5816 -2.6066 -1.1245 0.15 -0.43 -0.95
C -1.4376 -4.3461 0.0269 0.75 1.27 0.03
C -1.5374 -4.1060 1.5334 -0.51 -0.83 0.44
H -0.0562 -2.2218 -1.8539 -0.37 0.27 -0.08
H -0.3324 -2.8235 -3.5148 0.18 0.10 0.05
H 0.3204 -3.8490 -2.2473 -0.25 -0.21 -0.12
H -2.3974 -2.6318 -2.7284 -0.46 -0.01 0.42
H -2.2527 -4.3567 -2.5974 0.54 -0.17 -0.18
H -3.8886 -4.6409 -1.0203 0.03 -0.07 0.00
H -3.8727 -3.7549 0.5066 0.26 -0.05 0.03
H -4.4390 -2.5362 -2.2063 -0.20 -0.10 -0.03
H -5.6088 -2.9358 -0.9642 -0.05 0.31 0.11
H -4.3932 -1.6000 -0.7701 -0.03 -0.08 0.50
H -0.3977 -4.1339 -0.2366 0.00 -0.44 -0.08
H -1.6916 -5.3733 -0.2576 0.04 -0.08 0.10
H -1.4996 -3.0736 1.8849 0.10 0.16 -0.46
H -0.7372 -4.6427 2.0459 0.04 -0.01 -0.09
H -2.4659 -4.5121 1.9413 0.01 0.02 -0.02
C 2.9031 0.0385 -1.2397 0.17 -0.20 -0.38
C 3.7859 1.0776 -0.5885 0.41 -0.95 0.45
O 3.5173 2.3479 -1.1851 -0.47 0.77 0.02
C 4.4170 2.8432 -2.0216 -0.22 -0.75 0.38
O 5.4718 2.3558 -2.2624 0.89 -0.02 -0.40
C 3.9447 4.1150 -2.7278 -0.33 0.15 0.06
F 4.7983 5.1112 -2.5071 0.06 0.12 0.10
F 3.8898 3.9032 -4.0432 -0.01 -0.09 -0.13
F 2.7301 4.4846 -2.3167 -0.04 0.20 -0.02
H 2.9386 -0.9135 -0.7084 -0.06 0.18 0.27
H 3.2334 -0.2189 -2.2487 -0.01 0.32 -0.08
H 1.8869 0.4268 -1.2780 -0.08 -0.14 -0.12
H 4.8460 0.8334 -0.6461 -0.08 0.07 -0.22
H 3.5555 1.1368 0.4766 -0.17 0.40 -0.08
C -0.8356 1.6857 -4.1236 -0.71 -0.15 -0.28
C -1.1211 0.8913 -2.8623 0.79 0.92 -0.31
O -2.5284 0.7774 -2.6081 0.05 -0.97 -0.31
C -3.0794 1.7762 -1.9789 -0.32 0.03 0.13
O -2.5382 2.7789 -1.6288 0.19 0.66 0.44
C -4.6038 1.5860 -1.8008 0.40 -0.32 -1.09
F -5.0174 0.4339 -2.3272 -0.12 -0.44 0.07
F -4.9853 1.6404 -0.5500 -0.15 0.18 0.81
F -5.2115 2.5519 -2.4925 -0.22 0.51 0.01
H -1.3234 1.2383 -4.9943 0.26 -0.23 0.02
H 0.2435 1.7039 -4.2668 -0.01 0.17 -0.14
H -1.2505 2.6934 -4.0818 0.31 0.10 0.29
H -0.6407 1.4014 -2.0305 -0.11 -0.26 0.23
H -0.7018 -0.1013 -2.9511 -0.30 -0.32 0.17
C 1.6214 -2.6808 1.9412 0.49 0.34 0.09
C 2.7628 -1.7836 2.3943 -0.94 1.31 -0.31
O 3.9946 -2.4766 2.5690 0.24 -0.85 0.69
C 4.9789 -2.3239 1.7181 -0.43 0.99 -0.72
O 4.9553 -1.6294 0.7376 0.20 -0.22 0.02
C 6.2455 -3.1045 2.0963 0.08 0.24 -0.47
F 6.2293 -3.5357 3.3387 -0.05 -0.39 0.58
F 6.3872 -4.1305 1.2585 -0.15 -0.51 -0.05
F 7.3118 -2.3311 1.9345 0.24 0.40 0.06
H 1.3967 -3.4542 2.6711 0.10 -0.22 -0.17
H 1.8964 -3.0618 0.9560 -0.08 -0.46 0.13
H 0.7285 -2.0799 1.7691 0.04 0.20 0.14
H 2.5956 -1.2415 3.3259 -0.19 -0.51 0.27
H 2.8456 -0.9671 1.6732 0.46 -0.25 -0.23
```
Forces are in eV/Å.

***

3.
Density functional theory data (ωB97M-V/def2-TZVPD) for a cluster of 2 separate species, C3H2Cl2O2 in total in a non-equilibrium geometry.

The calculation puts the energy above the lowest of the compared OMol25 structures with the same formula, charge and spin at 3.109 eV. Its HOMO-LUMO gap is 9.2 eV. The value obtained for the HOMO energy is -9.4 eV.

Structure (XYZ):
```
9
Properties=species:S:1:pos:R:3:forces:R:3
C -0.0706 -0.6463 -1.1249 -1.09 -4.05 -0.93
C -0.5822 0.4005 -0.2886 0.81 1.12 3.03
C 0.7657 0.0487 1.3175 -5.09 2.07 0.43
O 0.7281 -0.5641 -2.0137 0.49 0.91 0.03
O 1.8066 -0.3498 1.1172 2.45 -0.93 -0.37
Cl -2.2450 0.4241 0.3534 0.93 -0.81 -0.28
Cl -0.1742 2.0084 -0.7705 0.37 0.39 -0.25
H -0.4485 -1.7548 -0.9126 0.19 2.02 0.28
H 0.2200 0.4332 2.3221 0.94 -0.72 -1.93
```
Forces are in eV/Å.

***

- Which of these has the highest HOMO-LUMO gap?
  C35H57NO48S11

***

- The lowest HOMO-LUMO gap belongs to which entry?
  C24H47F9Li2N2O8

***

- Which of these has the lowest HOMO-LUMO gap?
  C24H47F9Li2N2O8